[1]
Molecular formula: C6H13NO
Method: DFT, the ωB97M-V functional and the def2-TZVPD basis

SMILES: CC(C)CCNC=O
2S+1: 1

```
21
Properties=species:S:1:pos:R:3:forces:R:3:lowdin_charge:R:1
O -0.093802 -0.342746 -3.859787 0.0 -0.2 0.0 0.008
N 0.061518 0.124754 -1.656162 -0.1 -1.0 0.7 0.018
C 0.060638 0.765061 0.717209 -0.3 0.3 0.0 -0.188
C 0.826622 0.043603 -0.395893 0.2 1.7 -0.6 -0.182
C 0.049928 0.114344 2.124264 -0.3 1.0 -0.7 -0.407
C -0.907034 0.979737 2.955437 0.3 0.3 0.9 -0.088
C 0.396550 -0.554268 -2.770581 0.2 0.6 -0.4 -0.387
C -0.372588 -1.351321 2.110929 -0.3 0.1 -0.7 -0.064
H -0.504821 0.945232 -1.809864 -0.1 -0.1 0.1 0.139
H -0.949982 2.017544 2.625461 0.0 0.0 -0.4 0.070
H 1.122760 -0.943142 -0.054604 -0.3 -0.3 -0.6 0.108
H -0.956201 0.988400 0.378746 -0.2 -0.6 0.0 0.114
H 0.207868 -1.992297 2.766418 0.1 -0.1 -0.1 0.079
H 0.431574 1.782101 0.851865 0.4 0.0 0.0 0.109
H 1.076173 0.267017 2.466231 0.0 -0.4 0.4 0.132
H 1.230558 -1.255538 -2.623425 -0.1 -0.3 0.1 0.134
H -0.607002 1.090037 4.002018 0.0 -0.4 0.0 0.076
H -1.424990 -1.457895 2.343250 -0.2 0.1 0.5 0.070
H -0.370861 -1.704151 1.076738 0.5 -0.4 0.1 0.066
H 1.726634 0.605705 -0.668706 0.4 -0.2 0.8 0.117
H -1.923031 0.587821 2.947593 0.0 0.0 -0.1 0.075
```
Forces are in eV/Å.

***

[2]
Molecular formula: C26H44AgBN2O4P2
Method: DFT, the ωB97M-V functional and the def2-TZVPD basis

2S+1: 1
Charge: -2

```
80
Properties=species:S:1:pos:R:3:forces:R:3:lowdin_charge:R:1
Ag 0.064915 -0.629908 -0.289763 0.0 -0.2 -0.1 0.670
P -2.729433 0.347055 0.195725 0.1 0.0 0.0 1.123
P 2.836161 0.367195 0.214862 0.0 -0.1 -0.1 1.109
O 0.033250 -0.882982 2.270016 0.1 0.1 0.3 -0.147
O -1.667613 -2.214019 2.884326 0.0 -0.1 0.1 -0.053
O 0.004144 -2.816563 0.101587 0.1 0.2 0.0 -0.203
O 0.378535 -4.149906 1.855444 0.1 -0.1 0.1 -0.043
N 1.206602 2.298391 -0.893320 0.0 0.0 0.0 -0.052
N -1.069578 2.338032 -0.802583 0.0 -0.1 0.0 -0.032
C -2.467325 2.056254 -0.523565 -0.1 0.1 0.0 -0.309
C 3.844196 -0.921481 -1.930600 0.0 0.0 0.0 -0.125
C -4.455858 -0.526438 2.188015 -0.1 0.0 0.0 -0.110
C -0.616956 3.635728 -0.845830 0.1 0.0 0.0 -0.192
C -3.639345 -2.010334 -0.846917 0.0 0.0 0.0 -0.107
C -0.601397 -1.980194 2.285717 -0.1 0.1 -0.5 -0.664
C 4.379671 -0.315299 -0.625457 0.1 0.1 0.0 -0.721
C -0.008462 -3.088268 1.357077 -0.3 -0.2 0.1 -0.647
C -3.885324 0.775866 1.620421 0.0 0.0 0.0 -0.704
C 0.825193 6.006936 -0.913019 0.0 0.0 0.0 -0.146
C -0.557134 6.030267 -0.844535 0.0 0.0 0.0 -0.145
C 0.801279 3.612167 -0.909737 0.0 0.0 0.1 -0.199
C -2.909188 1.335120 2.671170 -0.1 0.0 0.0 -0.113
C -5.149150 -0.079080 -1.373101 0.0 0.0 0.0 -0.111
C 2.017614 1.931748 2.246391 0.1 0.1 0.0 -0.097
C 5.523149 0.648662 -0.950345 0.0 0.0 0.0 -0.105
C 2.605681 1.935887 -0.784197 0.0 0.1 0.1 -0.310
C 4.925658 -1.458945 0.228625 0.1 0.0 0.0 -0.116
C -2.935333 -0.298719 -2.482150 0.0 0.0 0.0 -0.127
C 4.524584 1.883067 2.069763 0.0 0.0 0.0 -0.106
C 3.231787 -0.103344 2.894921 0.1 -0.1 0.0 -0.108
C -5.021963 1.777105 1.399095 -0.1 0.0 0.0 -0.108
C -1.294139 4.840086 -0.808669 -0.1 0.0 0.0 -0.039
C -3.700467 -0.512947 -1.170294 0.0 0.0 0.0 -0.715
C 3.246374 1.067022 1.905177 -0.1 0.0 0.1 -0.703
C 1.521389 4.791640 -0.944836 0.0 0.1 0.0 -0.042
B 0.053016 1.391380 -0.848629 0.0 0.0 0.0 -0.534
H -2.605706 -2.354719 -0.773518 0.0 0.0 0.0 0.070
H 3.058561 1.816860 -1.775096 0.0 -0.1 0.0 0.077
H 4.134164 -2.146788 0.528187 -0.1 0.0 0.0 0.089
H -5.202312 -0.966010 1.521056 0.0 0.0 0.0 0.055
H 1.378392 6.938398 -0.941756 0.0 0.0 0.0 0.078
H 4.650192 -1.478004 -2.422214 0.0 0.0 0.0 0.073
H -4.701948 2.685418 0.883930 0.0 0.0 0.0 0.060
H 2.290980 -0.652407 2.817302 -0.1 0.0 0.0 0.062
H -2.101677 0.626946 2.869154 0.0 -0.1 0.0 0.064
H 1.093774 1.362335 2.120574 0.0 -0.1 0.0 0.066
H -2.376019 4.861587 -0.754474 0.0 0.0 0.0 0.093
H -3.664362 -1.255916 2.383771 0.0 0.0 0.0 0.058
H -3.063767 0.712760 -2.872478 0.0 0.0 0.0 0.065
H -3.458061 1.515345 3.602555 0.0 0.0 0.0 0.076
H -3.325000 -0.996721 -3.231661 0.0 0.0 0.0 0.075
H -3.088642 2.213343 -1.415452 0.0 0.0 0.0 0.081
H -4.956721 -0.305318 3.138304 0.0 0.0 0.0 0.078
H -1.865262 -0.478395 -2.361002 0.0 0.0 0.0 0.037
H 4.627246 2.662314 1.312565 0.0 0.1 0.0 0.064
H 5.417966 -1.087685 1.128633 0.0 0.0 0.0 0.058
H 3.148494 2.753632 -0.294519 0.0 0.0 0.0 0.067
H -4.124961 -2.250430 0.097750 0.0 0.0 0.0 0.063
H 5.181606 1.537917 -1.479788 0.0 0.0 0.0 0.063
H 6.257473 0.149703 -1.594690 0.0 0.0 0.0 0.073
H -5.844418 1.342808 0.830589 0.0 0.0 0.0 0.053
H 4.522953 2.375597 3.048900 0.0 0.0 0.0 0.074
H -5.234581 0.999237 -1.528510 0.0 0.0 0.0 0.069
H 3.012033 -1.601245 -1.741241 0.0 0.0 0.0 0.074
H 3.491866 -0.157486 -2.624251 0.0 0.0 0.0 0.067
H 2.084729 2.228284 3.298873 0.0 0.0 0.0 0.082
H 2.602708 4.777907 -1.000602 0.0 0.0 0.0 0.091
H 3.318252 0.290125 3.913908 0.0 0.0 0.0 0.079
H 6.044432 0.975103 -0.051741 0.0 0.0 0.0 0.055
H -5.775967 -0.351100 -0.523587 0.0 0.0 0.0 0.055
H 1.962561 2.841893 1.645777 0.0 0.0 0.0 0.070
H 4.059519 -0.796662 2.735574 0.0 0.0 0.0 0.054
H -2.468155 2.285532 2.358725 0.0 0.0 0.0 0.072
H -5.425059 2.084377 2.371703 0.0 0.0 0.0 0.072
H -2.815829 2.781858 0.220706 0.1 -0.1 0.0 0.061
H -1.079007 6.980174 -0.816796 0.0 0.0 0.0 0.078
H 5.412156 1.249191 2.025006 0.0 0.0 0.0 0.058
H -5.560336 -0.576814 -2.260465 0.0 0.0 0.0 0.073
H -4.142118 -2.571628 -1.643428 0.0 0.0 0.0 0.075
H 5.668218 -2.021298 -0.348058 0.0 0.0 0.0 0.075
```
Forces are in eV/Å.

***

Energy above the lowest of the compared OMol25 structures with the same formula, charge and spin per entry: 23.7, 3.4 kcal per mole
HOMO-LUMO gap per entry: 10.508, 4.900 eV
Highest occupied orbital energy per entry: -9.6, -0.5 eV